Entry 1:
C26H21BrFeN9O3S3 | ωB97M-V/def2-TZVPD

```
64
Properties=species:S:1:pos:R:3
Br -2.025 0.510 2.503
Fe -1.081 0.883 -1.318
S -0.886 2.495 0.076
S -0.830 -2.389 0.214
S 1.832 -3.786 0.435
O -0.350 1.941 -2.925
O -1.809 -0.410 -2.486
O -3.576 -1.547 -3.219
N 0.027 3.573 2.573
N 0.856 2.630 2.154
N 1.962 4.077 -1.287
N 0.655 1.126 -4.768
N -2.816 -0.157 -0.066
N 1.430 1.181 0.487
N -0.176 -4.688 -0.870
N 4.072 1.902 -4.493
N 1.062 0.476 -0.553
C 4.274 -0.987 -1.506
C 1.585 -1.148 -2.211
C -2.971 -0.938 -2.360
C 0.654 2.083 0.995
C 1.993 -0.278 -1.181
C 0.182 -3.628 -0.128
C 0.699 1.829 -3.613
C 1.958 3.314 -2.149
C -5.163 -1.434 0.696
C 1.934 2.423 -3.220
C -4.760 -1.429 -0.629
C 0.669 -5.856 -0.811
C -0.106 3.092 6.188
C -3.567 -0.807 -0.962
C -1.885 4.563 5.502
C 3.115 2.151 -3.900
C 2.070 -5.341 -0.513
C -0.341 3.699 3.880
C -1.222 3.859 6.498
C 3.360 -0.205 -0.842
C 2.517 -1.929 -2.858
C 0.343 3.010 4.889
C -3.180 -0.223 1.202
C 3.861 -1.856 -2.510
C -4.337 -0.850 1.640
C -1.446 4.498 4.198
H 1.201 2.425 4.605
H -0.568 4.014 1.865
H 0.326 -6.536 -0.017
H 0.534 -1.181 -2.476
H 0.406 2.545 6.963
H -4.557 -0.882 2.694
H 1.465 1.004 -5.349
H -5.332 -1.902 -1.409
H -1.957 5.030 3.409
H 2.615 -5.087 -1.421
H 4.585 -2.455 -3.041
H 3.654 0.485 -0.065
H -1.578 3.900 7.515
H -2.758 5.149 5.745
H 2.652 -6.030 0.093
H -0.212 0.677 -5.012
H 2.201 -2.596 -3.650
H -1.129 -4.759 -1.192
H 0.629 -6.392 -1.762
H -6.082 -1.912 0.998
H 5.320 -0.929 -1.243
```

Values from the calculation:
⟨S²⟩: 1.0985
highest occupied orbital energy (alpha / beta): -7.582 / -7.572 eV
charge: 0
2S+1: 2
energy: -6754.11924 Eh
frontier orbital gap (alpha / beta): 0.2121 / 0.1826 Eh

Entry 2:
C26H21Cl2IrN2O3S3Te | ωB97M-V/def2-TZVPD

```
59
Properties=species:S:1:pos:R:3
Ir -0.018 -3.198 0.569
Te -1.627 4.042 0.359
Cl 6.100 -0.453 3.052
Cl 3.109 -0.339 -1.286
S 1.703 -4.834 -0.063
S -0.439 -3.192 -1.689
S -1.897 -1.840 0.360
O -2.102 -1.157 -2.214
O 0.264 -3.101 2.679
O 1.148 -1.578 0.260
N -0.734 -4.971 0.654
N 0.393 -7.060 0.700
C -0.313 8.136 1.522
C -1.695 -1.991 -1.288
C 0.060 6.549 -0.605
C 2.242 -1.480 0.994
C -0.752 6.040 0.420
C -3.349 -0.483 -2.073
C -1.863 -6.962 1.336
C 2.435 -2.010 2.373
C -1.269 3.609 -1.688
C 4.674 -0.984 2.305
C 3.735 -1.850 2.915
C 3.219 -0.623 0.426
C -0.307 -8.931 2.022
C -1.907 -5.625 0.961
C 0.067 2.695 -3.531
C -0.874 3.152 -4.431
C 0.350 -5.774 0.357
C 0.508 8.639 0.540
C -2.257 4.015 -2.620
C 1.311 -2.428 3.126
C 4.393 -0.354 1.062
C 0.660 7.799 -0.557
C -0.625 -7.622 1.332
C -0.905 6.875 1.562
C -2.031 3.841 -3.992
C -0.159 2.919 -2.169
H 0.761 9.667 0.505
H 0.204 -8.822 2.982
H -3.072 0.453 -1.577
H -4.099 -1.049 -1.447
H -0.583 8.807 2.307
H 1.208 8.176 -1.432
H 0.571 2.689 -1.423
H 4.032 -2.406 3.811
H -1.504 6.589 2.448
H 0.333 -9.497 1.354
H -3.118 4.587 -2.248
H -1.248 -9.421 2.186
H 1.008 2.228 -3.837
H -2.587 4.304 -4.749
H 5.161 0.402 0.740
H -0.686 3.024 -5.525
H 0.319 5.889 -1.443
H -2.792 -4.907 0.975
H -3.686 -0.366 -3.106
H -2.799 -7.477 1.496
H 1.328 -2.340 4.300
```

Values from the calculation:
⟨S²⟩: 6.0438
highest occupied orbital energy (alpha / beta): -5.046 / -8.022 eV
charge: 0
2S+1: 5
energy: -3825.65778 Eh
frontier orbital gap (alpha / beta): 0.1781 / 0.1832 Eh

Entry 3:
C26H21Cl2N9O4SSn | ωB97M-V/def2-TZVPD

```
64
Properties=species:S:1:pos:R:3
Sn 0.297 1.229 1.394
Cl -0.124 6.289 3.260
Cl 0.812 4.073 4.946
S 1.090 -1.534 -0.110
O 1.772 -1.383 1.171
O -1.530 2.832 2.744
O 1.661 -0.843 -1.242
O 0.331 3.635 1.796
N 1.147 2.036 -0.732
N 0.339 2.042 -1.856
N -1.329 1.913 -0.228
N -1.350 -2.809 1.220
N 1.263 -7.306 -1.423
N -0.410 -0.977 0.034
N -1.969 -0.555 1.650
N -3.555 1.821 -0.880
N 2.837 1.907 1.355
C -3.896 1.560 -4.532
C 3.294 2.393 0.202
C -0.464 4.644 3.820
C 1.500 -4.169 0.490
C 0.802 -3.670 -1.760
C 3.653 1.850 2.394
C -2.554 1.598 -4.915
C -0.902 1.922 -1.547
C 2.337 2.427 -0.914
C 1.190 -5.956 -1.100
C 1.139 -3.248 -0.481
C -3.246 1.754 -2.241
C 1.532 -5.515 0.180
C -1.908 1.805 -2.607
C -0.579 3.633 2.659
C -2.824 -0.971 2.577
C 5.449 2.779 1.134
C -4.248 1.635 -3.201
C -1.569 1.717 -3.958
C -2.208 -3.192 2.154
C -2.991 -2.308 2.882
C -1.249 -1.491 1.000
C 0.825 -5.016 -2.068
C 4.974 2.277 2.333
C 4.594 2.838 0.042
C -2.590 1.867 0.048
H 1.227 -7.952 -0.653
H -5.287 1.596 -2.897
H -2.275 -4.262 2.325
H -0.521 1.744 -4.223
H -4.670 1.467 -5.282
H -2.887 1.892 1.086
H -1.384 4.665 4.387
H 0.734 -7.603 -2.224
H 0.571 -5.351 -3.067
H 2.659 2.770 -1.893
H -2.288 1.530 -5.961
H 0.531 -2.938 -2.510
H 3.236 1.447 3.310
H 1.757 -3.819 1.480
H -3.681 -2.641 3.643
H 5.605 2.216 3.208
H -3.376 -0.195 3.099
H -4.517 1.800 -0.588
H 6.472 3.119 1.047
H 4.926 3.223 -0.913
H 1.823 -6.239 0.933
```

Values from the calculation:
highest occupied orbital energy: -7.659 eV
charge: 0
energy: -3330.10909 Eh
frontier orbital gap: 0.2613 Eh

Computed energy above the lowest of the compared OMol25 structures with the same formula, charge and spin (kcal per mole) in order:
61.23, 7.47, 6.35